# C37H31MnNO3P2

A molecular structure, C37H31MnNO3P2 (ωB97M-V with the def2-TZVPD basis set, OMol25).

net charge = +1
max |F| = 0.56 eV/A
2S+1 = 5
highest occupied orbital energy (alpha / beta) = -10.11 / -10.11 eV
frontier orbital gap (alpha / beta) = 0.2146 / 0.2549 Ha

Each line ends with the Löwdin spin population.
Element x y z (Å)
Mn -0.2672 0.2718 0.4554  3.882
C 2.7486 1.0254 -0.5422  -0.003
P 1.7214 -0.4821 -0.6060  -0.042
C 2.4021 -1.6538 0.5852  -0.002
C 2.3751 -3.0224 0.3265  -0.006
C 2.7286 -3.9199 1.3244  0.001
C 3.0830 -3.4572 2.5843  -0.006
C 3.0961 -2.0936 2.8499  0.001
C 2.7513 -1.1927 1.8546  -0.004
C 1.8497 -1.2106 -2.2388  -0.004
C 3.1053 -1.6007 -2.7052  -0.002
C 3.2209 -2.1427 -3.9733  0.000
C 2.0932 -2.2959 -4.7736  0.000
C 0.8452 -1.9088 -4.3103  0.000
C 0.7201 -1.3652 -3.0379  0.001
C 1.8486 2.1874 -0.2534  0.011
C 2.0664 3.5275 -0.2998  0.019
C 0.8574 4.1630 0.1255  0.022
C -0.0511 3.1905 0.4104  0.006
C -1.4803 3.3082 0.8103  0.000
P -2.6943 2.9187 -0.5519  0.002
C -1.7777 3.5289 -2.0060  0.000
C -0.6920 2.9209 -2.6375  0.000
C -0.0511 3.5400 -3.6984  0.000
C -0.4752 4.7889 -4.1374  0.000
C -1.5472 5.4096 -3.5150  0.000
C -2.2009 4.7752 -2.4656  0.000
C -2.5760 1.0799 -0.6073  0.007
C -2.9481 0.3594 0.5428  0.007
C -3.3064 -0.9843 0.4657  0.012
C -3.2547 -1.6547 -0.7409  0.005
C -2.8538 -0.9706 -1.8842  0.013
C -2.5353 0.3782 -1.8246  0.011
N 0.5412 1.9613 0.1872  -0.017
H 3.2607 1.1359 -1.4982  -0.001
H 3.5086 0.8764 0.2258  0.000
H 2.0942 -3.3889 -0.6534  0.000
H 2.7248 -4.9818 1.1164  0.000
H 3.3507 -4.1597 3.3628  0.000
H 3.3750 -1.7315 3.8304  0.000
H 2.7480 -0.1316 2.0785  0.000
H 3.9844 -1.4884 -2.0810  0.000
H 4.1920 -2.4473 -4.3404  0.000
H 2.1925 -2.7214 -5.7638  0.000
H -0.0286 -2.0285 -4.9369  0.000
H -0.2532 -1.0618 -2.6693  0.001
H 2.9846 4.0103 -0.5981  0.001
H 0.6752 5.2255 0.1936  0.001
H -1.6912 4.3304 1.1197  0.000
H -1.7206 2.6697 1.6649  0.000
H -0.3121 1.9710 -2.2827  0.001
H 0.7892 3.0531 -4.1778  0.000
H 0.0288 5.2743 -4.9634  0.000
H -1.8832 6.3823 -3.8503  0.000
H -3.0547 5.2544 -1.9987  0.000
H -3.0590 0.8742 1.4909  0.000
H -3.6164 -1.5042 1.3637  0.001
H -3.5287 -2.6998 -0.7957  0.000
H -2.8270 -1.4825 -2.8387  0.000
H -2.3077 0.9103 -2.7386  0.000
O -1.8637 0.1248 4.7822  0.002
C -1.6642 -1.2085 4.7059  0.002
C -2.0085 -2.0604 5.7529  0.000
C -1.8250 -3.4249 5.6334  0.003
C -1.3043 -3.9791 4.4654  0.000
C -0.9681 -3.1398 3.4257  0.002
C -1.1300 -1.7521 3.5324  0.001
C -0.7065 -0.9424 2.3982  0.019
O -0.6051 -1.4882 1.2246  0.006
O -0.4191 0.2980 2.4522  0.047
H -2.2326 0.3441 5.6461  0.000
H -2.4259 -1.6422 6.6620  0.000
H -2.0938 -4.0673 6.4626  0.000
H -1.1670 -5.0475 4.3774  0.000
H -0.5553 -3.5345 2.5060  0.000

Atoms 1-2, force components in eV/Å:
Mn -0.17 0.20 -0.08
C -0.09 0.11 -0.03

# C4H7N3

A single C4H7N3 molecule in a non-equilibrium geometry (ωB97M-V with the def2-TZVPD basis set, OMol25).

net charge = 0
max |F| = 5.46 eV/A
energy above the lowest of the compared OMol25 structures with the same formula, charge and spin = 73.3 kcal per mole
highest occupied orbital energy = -8.40 eV
frontier orbital gap = 0.3397 Ha
structure (SMILES) = [H]/N=C1/CC=CN1N

Each line ends with the natural charge from an NBO analysis.
Element x y z (Å)
C 0.5086 -1.1687 -0.2358  -0.009
C 1.6594 -0.4909 0.0383  -0.275
C 1.3913 0.9864 0.1701  -0.494
C -0.2482 0.9148 -0.0886  0.456
H -1.5749 -1.2862 1.2659  0.373
H -2.3897 -1.2451 -0.3999  0.373
H 0.3804 -2.3306 -0.6427  0.218
H 2.6650 -0.8984 0.0127  0.225
H 1.6923 1.7683 -0.5854  0.245
H 1.5760 1.5221 1.0393  0.233
H -2.1181 1.5419 -0.3094  0.362
N -1.8666 -0.7663 0.3045  -0.681
N -0.5703 -0.4049 -0.3993  -0.354
N -1.1054 1.8577 -0.1697  -0.672

Atoms 1-2, force components in eV/Å:
C 3.10 -4.34 -1.16
C -0.26 -0.25 -0.43

# C39H42N3O5SiTi

A molecular structure, C39H42N3O5SiTi (ωB97M-V with the def2-TZVPD basis set, OMol25).

net charge = -1
max |F| = 0.94 eV/A
2S+1 = 3
energy above the lowest of the compared OMol25 structures with the same formula, charge and spin = 62.6 kcal per mole
highest occupied orbital energy (alpha / beta) = -3.88 / -4.25 eV
frontier orbital gap (alpha / beta) = 0.2401 / 0.2520 Ha

Each line ends with the Löwdin spin population.
Element x y z (Å)
Ti 0.6373 0.0392 -0.4609  0.960
O 0.0411 -2.1344 -0.2523  0.010
C 0.7039 -3.3799 -0.1828  0.001
C 0.7087 -4.0008 -1.5909  0.000
C 0.0520 -3.0874 -2.6347  0.001
C 0.9187 -1.9220 -3.0745  0.007
C 1.9269 -2.2104 -3.9674  0.014
C 2.6737 -1.1438 -4.5372  0.016
C 2.3905 0.1317 -4.2116  0.000
C 1.3637 0.4258 -3.1887  0.051
N 0.6157 -0.6785 -2.6376  0.025
H -0.4595 -1.8264 0.5460  0.000
H 0.1650 -4.0202 0.5198  0.000
H 1.7183 -3.2347 0.1974  0.000
H 0.1843 -4.9597 -1.5760  0.000
H 1.7326 -4.2087 -1.9065  0.000
H -0.9051 -2.7182 -2.2739  0.000
H -0.1451 -3.6864 -3.5272  0.000
H 2.0704 -3.2276 -4.3061  0.001
H 3.4319 -1.3561 -5.2840  0.001
H 2.8642 0.9695 -4.7063  0.000
H 0.6969 1.2367 -3.5152  0.000
O -0.8962 -0.3457 1.0044  0.014
Si -2.3090 -0.3593 1.7366  0.002
C -3.7172 -0.1620 0.4931  0.001
C -3.6353 -0.8646 -0.7127  0.000
C -4.6241 -0.7563 -1.6780  0.000
C -5.7256 0.0608 -1.4526  0.000
C -5.8275 0.7644 -0.2621  0.000
C -4.8302 0.6505 0.6999  0.000
C -2.4432 0.9853 3.0443  0.000
C -1.6092 2.1018 2.9569  0.000
C -1.7073 3.1342 3.8818  0.000
C -2.6362 3.0647 4.9104  0.000
C -3.4660 1.9559 5.0176  0.000
C -3.3643 0.9282 4.0912  0.000
C -2.5436 -2.0538 2.5468  0.000
C -3.7718 -2.7029 2.6526  0.000
C -3.8784 -3.9598 3.2334  0.000
C -2.7445 -4.5982 3.7146  0.000
C -1.5080 -3.9737 3.6132  0.000
C -1.4119 -2.7146 3.0366  0.000
H -2.7678 -1.4899 -0.9059  0.000
H -4.5325 -1.3012 -2.6100  0.000
H -6.4980 0.1518 -2.2068  0.000
H -6.6790 1.4109 -0.0852  0.000
H -4.9114 1.2225 1.6186  0.000
H -0.8715 2.1560 2.1648  0.000
H -1.0535 3.9931 3.7929  0.000
H -2.7118 3.8702 5.6313  0.000
H -4.1865 1.8911 5.8245  0.000
H -4.0087 0.0591 4.1933  0.000
H -4.6634 -2.2227 2.2604  0.000
H -4.8446 -4.4457 3.3017  0.000
H -2.8225 -5.5825 4.1606  0.000
H -0.6159 -4.4679 3.9793  0.000
H -0.4381 -2.2401 2.9544  0.000
C 4.3662 -1.6710 2.3786  0.009
C 3.1864 -1.2218 2.9590  -0.001
C 2.1744 -0.6950 2.1653  0.006
C 2.3024 -0.5823 0.7738  -0.011
C 3.5107 -1.0254 0.2227  0.007
C 4.5249 -1.5723 1.0036  -0.001
H 5.1543 -2.0904 2.9934  0.001
H 3.0531 -1.2848 4.0341  0.000
H 1.2570 -0.3573 2.6403  0.000
H 3.6702 -0.9551 -0.8515  0.000
H 5.4428 -1.9159 0.5377  0.000
N 1.9759 1.0525 -1.8954  0.100
C 2.4851 2.1730 -1.8175  0.502
N 2.8871 3.1271 -2.7361  0.191
C 4.2574 2.9626 -3.2332  0.013
C 5.2716 3.4717 -2.2183  0.007
O 5.0050 4.8179 -1.8650  0.005
C 3.7152 4.9311 -1.2736  0.011
C 2.6370 4.4938 -2.2498  0.020
H 4.3413 3.5385 -4.1589  0.006
H 4.4253 1.9101 -3.4579  0.001
H 6.2794 3.4447 -2.6336  0.000
H 5.2404 2.8373 -1.3225  0.004
H 3.5856 5.9749 -0.9907  0.000
H 3.6598 4.3091 -0.3718  0.008
H 2.6365 5.1527 -3.1219  0.001
H 1.6523 4.5206 -1.7799  0.005
C -1.5306 1.8991 -1.5031  0.002
C -0.5511 2.6388 -0.5927  0.003
O -0.5434 3.8633 -0.5889  0.000
O 0.2176 1.9061 0.1377  0.006
H -2.5426 2.0216 -1.1108  0.000
H -1.3751 0.8161 -1.6054  0.001
H -1.5029 2.3414 -2.4990  0.000

Atoms 1-2, force components in eV/Å:
Ti -0.45 -0.56 0.61
O -0.06 0.12 -0.11